1.
{"formula": "C23H31Al2ClN5O21P3S2", "method": "the ωB97M-V functional and the def2-TZVPD basis", "fmax_ev_per_a": 6.1, "total_energy_ev": -150032.82460, "charge": -2, "homo_ha": -0.077, "elements": ["C", "C", "C", "C", "C", "C", "C", "C", "O", "N", "O", "C", "S", "C", "O", "C", "C", "P", "N", "C", "O", "H", "H", "H", "H", "H", "H", "H", "H", "H", "H", "H", "H", "H", "Cl", "O", "H", "H", "H", "C", "C", "O", "N", "C", "H", "H", "H", "H", "H", "H", "H", "Al", "C", "O", "N", "N", "H", "H", "H", "H", "O", "S", "O", "O", "O", "C", "C", "C", "O", "C", "C", "C", "O", "H", "H", "H", "H", "O", "P", "O", "O", "O", "Al", "O", "P", "O", "O", "O"], "coordinates": [[0.34369, 5.18703, 4.91931], [-0.49585, 5.65076, 3.62187], [-0.09657, 4.77999, 2.34636], [0.25477, 3.29258, 2.56426], [0.60577, 2.41120, 1.35117], [0.63959, 2.97790, -0.14434], [0.33009, 4.48646, -0.36429], [0.39197, 5.14137, -1.81857], [1.30314, 6.30623, -1.72239], [2.41156, 5.78813, -1.07343], [2.80999, 6.57976, -0.28530], [-0.04667, 5.35813, 0.88879], [-0.49308, 7.16942, 0.74825], [0.99217, 1.93308, -1.28093], [0.67731, 2.00483, -2.50415], [1.79172, 0.60421, -0.82925], [1.76718, 0.08967, 0.53343], [2.67963, -1.52084, 1.03347], [1.65448, -2.70386, 0.61621], [0.95494, 0.87651, 1.68599], [0.64044, 0.34667, 2.79847], [-0.19344, 4.32387, 5.44005], [1.37268, 4.89547, 4.48699], [0.42686, 6.11318, 5.59092], [-0.31801, 6.77013, 3.49486], [-1.62949, 5.51110, 3.76778], [0.25409, 2.84577, 3.60948], [0.83354, 4.47104, -2.62533], [-0.64118, 5.55505, -2.06528], [-1.86234, 7.09668, 0.43433], [2.40158, 0.03155, -1.62438], [2.92305, -1.60407, 2.44012], [3.94430, -1.67762, 0.32583], [1.38577, -3.24813, 1.46905], [4.43929, -2.96601, 2.28214], [-2.22730, 2.99381, -2.31020], [-1.32861, 2.58253, -2.39618], [-2.50134, 3.05689, -1.36360], [-2.89363, 2.50876, -2.84358], [-2.45620, -3.96209, 2.90975], [-1.21481, -4.32063, 2.13586], [-0.20959, -3.62571, 2.16229], [-1.23654, -5.45972, 1.38868], [-2.32201, -6.40137, 1.23106], [-2.29094, -3.03348, 3.45412], [-3.29515, -3.81796, 2.22524], [-2.68813, -4.75077, 3.62973], [-0.36933, -5.63630, 0.89763], [-1.97773, -7.38286, 1.56634], [-2.57949, -6.45569, 0.17042], [-3.20294, -6.11452, 1.80128], [4.30042, 0.12845, 0.04745], [-2.94646, -0.11743, -0.69923], [-3.48353, 0.57060, 0.15199], [-1.65472, -0.50990, -0.60609], [-3.59606, -0.54775, -1.81791], [-1.19191, -1.07589, -1.29783], [-1.13824, -0.21365, 0.20697], [-4.56002, -0.27553, -1.92144], [-3.16965, -1.11466, -2.52954], [-6.10217, 1.68672, 2.30945], [-5.15224, 1.43137, 3.40955], [-4.06152, 2.43134, 3.35856], [-4.57838, 0.07806, 3.26747], [-5.85422, 1.53255, 4.70356], [0.84371, -8.25276, -1.82612], [0.19941, -8.62907, -2.93089], [-0.41115, -7.63426, -3.83943], [-1.00167, -7.97928, -4.84789], [-0.27809, -6.20798, -3.47636], [0.36648, -5.83104, -2.37094], [0.97657, -6.82485, -1.46303], [1.56588, -6.48201, -0.45620], [1.29605, -8.96717, -1.14933], [0.09345, -9.66979, -3.21195], [-0.72988, -5.49334, -4.15269], [0.47241, -4.78921, -2.09022], [4.56482, 5.47977, -2.92066], [5.34958, 6.79546, -2.93095], [4.47008, 7.90491, -3.51627], [6.60967, 6.64336, -3.78868], [5.75405, 7.15641, -1.49796], [2.71919, 3.80026, 3.81138], [2.17894, -1.07042, -5.34240], [2.13455, -2.01638, -4.13891], [2.62640, -3.40584, -4.55557], [0.69273, -2.12104, -3.62963], [3.03626, -1.46812, -3.02867]], "forces_ev_per_a": [[-1.5700, 0.7856, -0.7592], [-0.0098, -0.3257, -0.3444], [1.0445, -1.7504, -2.0740], [0.4815, 1.7963, -3.2496], [-0.0738, 0.9367, 0.0340], [-0.5504, 1.0100, 2.0913], [-0.4952, -1.8141, 2.7773], [0.5018, 0.3089, 0.6030], [-1.8594, -0.8657, -0.3364], [1.1476, 1.1985, 1.8582], [0.0094, -1.0253, -1.2371], [-0.0521, -2.5386, 0.5706], [-0.5572, -1.6089, -0.4819], [0.4453, -1.3766, -0.0526], [-0.3402, 0.7817, 2.9471], [-0.6712, 0.5222, 2.4163], [-0.0988, 2.3441, -1.9287], [-4.7622, -3.7242, 0.9841], [1.2499, 1.7946, 0.3304], [-0.2164, -0.3219, 0.9924], [1.3744, 2.0518, -3.8180], [1.1601, 1.0825, -0.5997], [-1.7266, 0.9127, 1.3545], [0.1992, -1.6834, -0.7563], [-0.1814, -1.6819, -0.3042], [1.6884, 0.1142, -0.0259], [-0.4215, 0.3101, -1.5537], [-0.9260, 0.4731, 1.2598], [1.5170, -0.4465, 0.1169], [1.3404, -0.3072, 0.3996], [-1.2983, 0.8375, 0.7021], [0.1412, 1.5604, -0.6131], [-0.3037, 0.4258, -0.1777], [0.3917, 0.5598, -0.9823], [1.1476, -0.7598, 0.2797], [-0.3855, 0.0900, 0.1130], [0.9370, -0.3071, -0.0290], [0.0130, -0.3614, -0.0305], [0.1804, -0.1023, 0.3557], [0.0016, 0.0986, 0.0290], [0.3200, 0.1764, -0.0141], [-0.7326, -0.4274, 0.6272], [0.0034, 0.2762, 0.1851], [0.4886, -0.0220, -0.2369], [0.0448, -0.0631, -0.1557], [-0.0631, -0.0471, 0.1621], [-0.1420, 0.0125, -0.0929], [-0.0330, 0.0102, 0.0393], [-0.2652, -0.1102, -0.0272], [-0.2391, -0.1642, 0.0601], [0.1396, 0.0572, -0.0383], [1.1897, 1.4097, -0.3352], [0.1114, 0.2091, 1.0493], [0.0588, 0.3766, -0.6581], [0.7331, 0.1157, -0.1837], [-0.6023, 0.1899, -1.0769], [0.1254, -0.0982, 0.1036], [-0.1636, -0.2957, 0.0059], [0.0983, -0.2061, 0.1836], [0.0245, -0.0775, 0.1342], [0.0507, 0.2398, -0.1382], [-0.9549, -0.1404, 0.0301], [0.6536, 0.3019, -0.1840], [0.4117, -0.1372, 0.1312], [0.0638, -0.0559, 0.1357], [-0.0831, -0.3336, -0.2037], [0.1626, -0.1229, 0.2776], [-0.1769, 0.1580, -0.3527], [0.1048, -0.0606, 0.2265], [0.0468, 0.0956, 0.1783], [-0.1893, 0.2323, -0.1971], [0.2362, 0.3285, 0.2352], [-0.2648, -0.2699, -0.1139], [0.0215, 0.0357, 0.0201], [-0.0197, 0.0193, -0.0347], [0.0617, 0.0013, -0.0098], [0.0932, 0.0254, -0.0016], [0.5238, 0.0856, 0.2066], [0.0680, -0.0830, -0.0193], [0.5932, 0.0782, 0.2408], [-0.6001, -0.0286, -0.2081], [-0.6008, -0.0250, -0.1975], [0.3559, -0.8265, -1.0193], [-0.3670, -0.7108, -0.0111], [0.1204, 0.0475, 0.5964], [0.2017, 0.6019, -0.2304], [0.1497, 0.4736, -0.1504], [-0.2320, -0.2467, 0.2014]]}

---

2.
{"formula": "C23H31CaCl2N5O2S", "method": "the ωB97M-V functional and the def2-TZVPD basis", "fmax_ev_per_a": 0.7, "e_above_lowest_kj_mol": 73.3, "total_energy_ev": -90222.76191, "homo_ha": -0.268, "elements": ["Ca", "C", "N", "C", "C", "C", "N", "C", "C", "C", "C", "C", "C", "C", "O", "C", "C", "C", "N", "C", "C", "C", "C", "C", "C", "C", "O", "H", "H", "H", "H", "H", "H", "H", "H", "H", "H", "H", "H", "H", "H", "H", "H", "H", "H", "H", "H", "H", "H", "H", "H", "H", "N", "C", "N", "S", "H", "H", "H", "H", "Cl", "C", "Cl", "H", "H"], "coordinates": [[0.08096, 0.22969, -0.56677], [0.54643, 2.48741, -2.62564], [-0.74219, 1.76426, -2.47084], [-0.92464, 0.84040, -3.60145], [-2.14114, -0.11725, -3.54251], [-2.66463, -0.61097, -2.18831], [-1.65072, -1.22817, -1.33856], [-1.91070, -2.34808, -0.77135], [-1.09883, -3.10564, 0.18935], [-1.58711, -4.38639, 0.49903], [-0.94015, -5.22893, 1.37277], [0.24320, -4.77605, 1.97472], [0.74433, -3.52307, 1.72070], [0.09226, -2.62698, 0.83590], [0.55511, -1.44858, 0.64238], [-1.84284, 2.73384, -2.36762], [-1.90132, 3.53419, -1.05911], [-1.94215, 2.72544, 0.24151], [-0.63837, 2.14362, 0.51577], [0.08502, 2.61022, 1.45781], [1.48898, 2.27618, 1.74688], [1.99173, 2.81445, 2.94410], [3.28272, 2.59564, 3.36571], [4.11901, 1.81445, 2.55268], [3.68262, 1.30572, 1.35411], [2.36220, 1.52937, 0.88363], [2.01790, 1.11795, -0.29085], [0.52056, 3.12244, -3.52145], [1.37075, 1.77997, -2.71175], [0.73858, 3.09761, -1.74753], [-0.00526, 0.25220, -3.65768], [-0.98275, 1.41020, -4.54128], [-1.87688, -0.99106, -4.14486], [-2.98808, 0.35131, -4.05003], [-3.50213, -1.29724, -2.36274], [-3.07477, 0.24386, -1.64098], [-2.86388, -2.83572, -1.01858], [-2.50602, -4.71244, 0.02135], [-1.33205, -6.21244, 1.59061], [0.77553, -5.42779, 2.65955], [1.65422, -3.16781, 2.18908], [-2.78377, 2.19471, -2.49393], [-1.77048, 3.44312, -3.20702], [-2.80558, 4.14660, -1.11010], [-1.05869, 4.22748, -1.00559], [-2.67077, 1.91323, 0.13739], [-2.27827, 3.35506, 1.07283], [-0.34578, 3.37150, 2.11998], [1.31925, 3.40615, 3.55680], [3.64540, 3.01676, 4.29277], [5.13746, 1.61740, 2.86888], [4.33352, 0.72315, 0.71518], [1.42075, -0.31740, 4.07533], [0.18278, -0.82533, 4.17998], [0.08002, -2.01182, 4.82248], [-1.17151, -0.04393, 3.57362], [2.23379, -0.85711, 4.31675], [1.55628, 0.48507, 3.48382], [0.88688, -2.59216, 4.97378], [-0.81701, -2.45959, 4.76366], [1.78217, -1.66723, -2.39513], [1.40280, -2.36083, -3.96902], [2.77660, -2.31006, -5.08090], [0.59023, -1.79570, -4.41071], [1.11844, -3.39489, -3.81860]], "forces_ev_per_a": [[-0.0548, -0.0146, -0.4810], [-0.4826, -0.2117, -0.1003], [0.1794, 0.0788, 0.0463], [-0.0698, -0.0038, 0.2123], [0.0240, 0.0808, -0.0038], [0.2279, -0.0219, 0.1710], [-0.0502, 0.0758, -0.0444], [0.2800, -0.2300, 0.2782], [-0.3055, 0.1980, -0.3222], [0.0218, -0.0779, 0.0411], [0.0035, 0.0748, -0.0279], [0.0524, -0.0063, 0.0364], [-0.0998, -0.1342, 0.0105], [-0.2771, 0.1784, -0.2764], [0.0905, -0.6462, 0.2949], [0.0272, -0.1145, 0.1080], [0.0461, 0.0188, -0.0759], [0.1154, -0.1968, -0.0051], [0.0424, 0.3221, 0.0667], [0.3763, 0.1073, -0.0865], [-0.4443, 0.0597, 0.0203], [0.0458, -0.0012, 0.0812], [-0.0022, -0.0511, -0.0854], [0.0547, -0.0050, 0.0374], [-0.0562, 0.0231, 0.1584], [-0.1307, 0.2444, -0.3343], [0.4628, 0.2967, 0.3704], [0.0322, 0.0042, -0.0120], [-0.0088, -0.0141, -0.0066], [-0.0126, -0.0064, 0.0054], [-0.0015, -0.0022, 0.0154], [0.0086, -0.0546, -0.0568], [-0.0265, 0.0236, -0.0503], [-0.0121, -0.0134, 0.0093], [-0.0133, -0.0149, -0.0643], [-0.0128, -0.0167, 0.0329], [0.0091, -0.0504, 0.0104], [0.0083, -0.0159, 0.0110], [0.0010, -0.0028, -0.0019], [-0.0150, -0.0112, -0.0086], [0.0096, -0.0140, -0.0114], [0.0074, -0.0153, 0.0369], [-0.0693, 0.0171, -0.0102], [0.0182, 0.0179, -0.0242], [-0.0208, 0.0291, 0.0106], [-0.0226, 0.0067, 0.0520], [0.0196, 0.0831, -0.0219], [0.0440, 0.0063, 0.0482], [0.0080, -0.0133, 0.0103], [-0.0119, -0.0120, 0.0104], [-0.0004, 0.0212, -0.0015], [0.0133, 0.0053, 0.0070], [-0.0328, -0.0737, 0.0231], [0.0031, -0.0341, -0.2551], [-0.1112, 0.0827, 0.0760], [0.0437, 0.0169, 0.0901], [0.0002, -0.0142, 0.0065], [-0.0015, 0.1002, -0.0345], [0.0086, -0.0112, -0.0357], [0.0089, -0.0537, 0.0109], [0.1791, 0.0540, 0.1516], [-0.1190, -0.0582, -0.1208], [-0.0202, 0.0133, 0.0214], [-0.0096, -0.0012, -0.0086], [0.0217, -0.0216, -0.0048]]}